(1)
The following is a quantum chemistry calculation of a single C4H7N3 molecule, from the OMol25 dataset.

```
! wB97M-V def2-TZVPD RIJCOSX def2/J DEFGRID3
* xyz 0 1
N 2.04 0.97 1.14
C 0.82 0.37 0.80
C 0.47 0.23 -0.59
C -0.82 -0.23 -0.74
N -1.66 -0.58 -1.85
C -1.75 -0.39 0.28
N -0.08 -0.04 1.66
H 2.51 0.64 1.97
H 2.70 1.06 0.38
H 1.13 0.51 -1.40
H -1.50 -1.47 -2.27
H -1.90 0.15 -2.50
H -2.15 -1.38 0.50
H 0.18 0.17 2.63
*
```

Output
Relative energy (zero: lowest compared OMol25 entry of this formula, charge and spin) ... 339.38 kJ/mol
Calculated total energy ... -8728.16194 eV
HOMO-LUMO gap ... 8.59 eV
Maximum force ... 1.86 eV/Å

Mulliken population analysis, charges in e, atoms 1 to 4: atom 1 (N): -0.524, atom 2 (C): 0.557, atom 3 (C): -0.720, atom 4 (C): 0.442

---

(2)
The following is a quantum chemistry calculation of a molecular structure, C4H2AlO2, from the OMol25 dataset.

```
! wB97M-V def2-TZVPD RIJCOSX def2/J DEFGRID3
* xyz 3 1
O 0.54 2.47 -1.81
C 0.83 2.39 -0.66
H 1.74 2.83 -0.20
C 0.02 1.55 0.37
C -0.20 0.31 0.17
H -0.02 1.92 1.41
C -0.25 -3.33 1.55
O -0.30 -2.60 0.68
Al -0.49 -1.29 -0.60
*
```

Output
Calculated total energy ... -14828.03707 eV
HOMO-LUMO gap (spin up / spin down) ... 8.29 / 6.49 eV
Maximum force ... 4.08 eV/Å

Mulliken population analysis, charges in e, atoms 1 to 4: atom 1 (O): 0.077, atom 2 (C): 0.247, atom 3 (H): 0.453, atom 4 (C): 0.376

---

(3)
The following is a quantum chemistry calculation of a molecular structure, C17H19Br4N9O3PtS, from the OMol25 dataset.

```
! wB97M-V def2-TZVPD RIJCOSX def2/J DEFGRID3
* xyz 2 1
Pt 0.08 -0.40 0.22
Br -7.02 -1.16 1.60
C -5.41 -0.51 0.98
C -5.33 0.93 0.56
Br -6.87 1.95 0.65
C -4.18 1.49 0.15
Br -4.02 3.27 -0.39
C -2.96 0.70 0.12
O -1.88 1.16 -0.14
C -3.08 -0.82 0.42
O -2.10 -1.51 0.23
C -4.35 -1.34 0.91
Br -4.38 -3.14 1.40
C 5.54 -0.45 -0.07
C 4.51 -1.51 -0.17
N 4.68 -2.73 -0.56
N 3.44 -3.30 -0.49
C 2.49 -2.48 -0.06
S 0.83 -2.78 0.13
N 3.16 -1.33 0.16
N 2.54 -0.16 0.59
H 6.42 -0.76 -0.63
H 5.83 -0.29 0.97
H 5.16 0.49 -0.48
H 3.32 -4.27 -0.73
H 2.85 0.08 1.53
H 2.72 0.58 -0.08
C 0.14 2.44 4.95
N -0.17 1.35 4.03
C -0.86 0.20 4.35
C -0.89 -0.56 3.22
N -0.22 0.13 2.22
C 0.20 1.27 2.75
H -0.78 2.81 5.40
H 0.62 3.25 4.41
H 0.80 2.10 5.74
H -1.25 0.02 5.34
H -1.33 -1.53 3.06
H 0.74 2.04 2.23
C -0.66 0.44 -5.23
N 0.04 0.47 -3.95
C 1.24 1.25 -3.68
C 1.55 0.86 -2.25
O 2.50 1.25 -1.60
N 0.58 -0.02 -1.82
C -0.27 -0.22 -2.86
N -1.29 -1.07 -2.80
H -0.36 1.31 -5.81
H -1.73 0.49 -5.08
H -0.41 -0.46 -5.80
H 1.05 2.32 -3.75
H 2.06 1.00 -4.35
H -1.42 -1.61 -1.95
H -1.89 -1.23 -3.58
*
```

Output
Relative energy (zero: lowest compared OMol25 entry of this formula, charge and spin) ... 143.12 kJ/mol
Calculated total energy ... -331728.06964 eV
HOMO-LUMO gap (spin up / spin down) ... 5.67 / 5.67 eV
Maximum force ... 2.79 eV/Å

Mulliken population analysis, charges in e, atoms 1 to 4: atom 1 (Pt): 0.886, atom 2 (Br): -0.031, atom 3 (C): 0.399, atom 4 (C): 0.392

---

(4)
The following is a quantum chemistry calculation of 8 unconnected molecules or ions with the total composition C22H26F7N2O25P, from the OMol25 dataset.

```
! wB97M-V def2-TZVPD RIJCOSX def2/J DEFGRID3
* xyz 0 1
O -6.21 0.84 -4.51
C -5.07 1.12 -4.40
O -4.49 2.25 -4.86
C -3.12 2.29 -4.41
C -2.84 0.83 -4.16
F -1.99 0.62 -3.12
O -4.12 0.33 -3.81
H -3.06 2.87 -3.48
H -2.48 2.74 -5.17
H -2.47 0.28 -5.02
O 0.57 1.43 -2.52
C 1.55 0.93 -2.04
O 2.13 1.36 -0.92
C 3.12 0.38 -0.53
C 3.43 -0.28 -1.86
F 3.71 -1.60 -1.74
O 2.19 -0.13 -2.56
H 2.67 -0.30 0.17
H 3.98 0.87 -0.08
H 4.22 0.19 -2.45
O 1.15 -0.10 1.67
C 0.92 -1.19 2.09
O 0.18 -1.44 3.17
C -0.01 -2.86 3.26
C 1.17 -3.39 2.47
F 0.89 -4.53 1.80
O 1.38 -2.33 1.53
H -0.95 -3.14 2.79
H -0.01 -3.17 4.30
H 2.09 -3.53 3.04
O 4.36 -1.52 5.72
C 3.55 -0.68 5.87
O 2.63 -0.31 4.95
C 1.72 0.62 5.56
C 2.55 1.15 6.71
F 1.79 1.44 7.80
O 3.40 0.06 7.01
H 0.84 0.08 5.92
H 1.41 1.37 4.85
H 3.16 2.02 6.47
O -2.73 -5.51 -1.94
C -2.66 -4.71 -2.80
O -1.87 -3.60 -2.76
C -1.92 -2.96 -4.05
C -3.24 -3.48 -4.60
F -3.21 -3.64 -5.95
O -3.35 -4.74 -3.97
H -1.08 -3.30 -4.65
H -1.88 -1.89 -3.94
H -4.11 -2.87 -4.34
O -3.51 -1.21 2.61
C -3.23 -0.38 1.81
O -2.25 -0.49 0.89
C -2.33 0.64 0.00
C -3.06 1.65 0.86
F -3.87 2.46 0.13
O -3.84 0.83 1.70
H -2.92 0.37 -0.87
H -1.34 0.96 -0.31
H -2.41 2.28 1.48
O -1.49 3.95 6.29
C -1.73 2.88 6.74
O -2.50 2.64 7.82
C -2.68 1.22 7.95
C -1.47 0.69 7.20
F -1.72 -0.48 6.57
O -1.25 1.71 6.23
H -3.60 0.92 7.46
H -2.70 0.94 9.00
H -0.58 0.58 7.81
N 6.06 0.27 -5.66
P 5.05 1.36 -4.83
O 5.97 2.69 -5.01
N 4.02 1.68 -6.22
C 2.73 2.10 -5.81
O 2.37 3.27 -5.67
O 1.98 0.99 -5.57
O 0.61 1.27 -5.26
H 6.43 -0.39 -5.00
H 5.55 -0.24 -6.36
H 5.40 3.42 -5.27
H 3.94 0.86 -6.80
H 0.66 1.38 -4.28
*
```

Output
Relative energy (zero: lowest compared OMol25 entry of this formula, charge and spin) ... 0.00 kJ/mol
Calculated total energy ... -105714.38775 eV
HOMO-LUMO gap ... 10.07 eV
Maximum force ... 3.41 eV/Å
SMILES string ... O=C1OC[C@@H](F)O1.O=C1OC[C@@H](F)O1.O=C1OC[C@@H](F)O1.O=C1OC[C@@H](F)O1.O=C1OC[C@@H](F)O1.O=C1OC[C@@H](F)O1.O=C1OC[C@@H](F)O1.NP(O)NC(=O)OO

Mulliken population analysis, charges in e, atoms 1 to 4: atom 1 (O): -0.495, atom 2 (C): 0.541, atom 3 (O): -0.354, atom 4 (C): -0.311

---

(5)
The following is a quantum chemistry calculation of a molecular structure, C2H3IrO, from the OMol25 dataset.

```
! wB97M-V def2-TZVPD RIJCOSX def2/J DEFGRID3
* xyz 3 6
O 0.90 0.72 0.22
Ir 2.43 -0.24 -0.34
H 0.92 1.67 0.41
C -1.09 -0.54 -0.11
C -0.25 0.11 0.67
H -2.11 -0.75 0.21
H -0.80 -0.97 -1.07
*
```

Output
Calculated total energy ... -6958.33382 eV
HOMO-LUMO gap (spin up / spin down) ... 9.60 / 8.37 eV
Maximum force ... 5.17 eV/Å

Mulliken population analysis, charges in e, atoms 1 to 4: atom 1 (O): -0.402, atom 2 (Ir): 1.743, atom 3 (H): 0.466, atom 4 (C): -0.108

---

(6)
The following is a quantum chemistry calculation of 3 unconnected molecules or ions with the total composition CH9N3O2, from the OMol25 dataset.

```
! wB97M-V def2-TZVPD RIJCOSX def2/J DEFGRID3
* xyz -1 2
N -0.40 -0.31 -0.68
C -1.38 0.38 0.08
N -2.35 1.18 -0.73
N -1.43 0.54 1.41
H 0.24 -1.01 -0.33
H -0.47 -0.03 -1.58
H -3.24 0.76 -0.77
H -2.59 1.98 -0.11
H -1.90 1.47 1.55
H 2.21 -1.88 -1.85
H 3.05 -0.67 -1.52
O 3.11 -1.52 -1.95
H 0.67 0.14 1.90
H 2.01 0.20 2.71
O 1.60 -0.12 1.89
*
```

Output
Relative energy (zero: lowest compared OMol25 entry of this formula, charge and spin) ... 124.82 kJ/mol
Calculated total energy ... -9746.61921 eV
HOMO-LUMO gap (spin up / spin down) ... 3.15 / 9.03 eV
Maximum force ... 5.12 eV/Å

Mulliken population analysis, charges in e, atoms 1 to 4: atom 1 (N): -0.226, atom 2 (C): -2.259, atom 3 (N): -0.621, atom 4 (N): -0.363

---

(7)
The following is a quantum chemistry calculation of a molecular structure, C32H34Cl7N5NdO3S, from the OMol25 dataset.

```
! wB97M-V def2-TZVPD RIJCOSX def2/J DEFGRID3
* xyz 1 4
Nd -0.02 -0.43 0.07
Cl -0.22 1.58 2.47
C -0.50 2.90 1.31
Cl -1.54 2.34 -0.02
H 0.46 3.19 0.90
H -1.02 3.71 1.83
N 0.08 -3.01 -0.34
C -0.75 -3.53 0.76
C -0.64 -2.73 2.05
O -1.11 -3.18 3.08
O -0.12 -1.54 1.95
H -0.17 -3.49 -1.20
H 1.06 -3.21 -0.14
H -0.55 -4.58 1.02
H -1.80 -3.46 0.45
Cl -5.56 -2.57 -4.76
C -4.60 -2.12 -3.41
C -3.48 -1.30 -3.59
Cl -3.03 -0.76 -5.15
C -2.72 -0.94 -2.49
Cl -1.29 0.03 -2.68
C -3.03 -1.33 -1.17
O -2.31 -0.95 -0.17
C -4.15 -2.18 -1.04
Cl -4.52 -2.80 0.54
C -4.92 -2.56 -2.13
Cl -6.27 -3.59 -1.90
N 4.98 -0.24 0.21
C 4.01 -1.01 -0.29
S 2.86 -1.70 0.77
N 3.95 -1.24 -1.61
C 4.74 -0.77 -2.67
C 6.08 -0.40 -2.55
C 6.76 0.06 -3.68
C 6.14 0.14 -4.91
C 4.82 -0.27 -5.03
C 4.13 -0.72 -3.92
H 4.90 0.00 1.18
H 5.48 0.41 -0.38
H 3.09 -1.70 -1.88
H 6.64 -0.52 -1.64
H 7.80 0.35 -3.57
H 6.68 0.50 -5.77
H 4.32 -0.24 -5.99
H 3.09 -1.02 -4.02
C 4.49 3.54 1.05
C 3.71 2.58 1.72
C 2.82 1.81 1.02
C 2.62 1.95 -0.38
C 1.67 1.13 -1.09
C 1.65 1.33 -2.46
C 2.48 2.26 -3.14
C 3.35 3.04 -2.44
C 3.44 2.90 -1.04
C 4.36 3.69 -0.30
H 5.19 4.15 1.60
H 3.82 2.43 2.79
H 2.28 1.03 1.56
H 1.01 0.74 -3.10
H 2.42 2.34 -4.22
H 3.98 3.76 -2.95
H 4.97 4.41 -0.83
C -4.84 0.92 4.66
C -3.50 1.33 4.01
N -3.30 0.59 2.78
C -3.07 -0.81 3.07
C -4.18 -1.36 3.97
N -5.29 -0.34 3.96
C -5.67 -0.02 2.54
C -4.47 0.73 1.92
H -5.64 1.65 4.51
H -4.77 0.69 5.72
H -2.67 1.10 4.68
H -3.50 2.40 3.82
H -2.10 -0.96 3.54
H -3.04 -1.35 2.12
H -3.89 -1.49 5.01
H -4.61 -2.29 3.60
H -6.10 -0.72 4.44
H -6.59 0.56 2.57
H -5.85 -0.98 2.05
H -4.69 1.79 1.81
H -4.24 0.32 0.94
*
```

Output
Relative energy (zero: lowest compared OMol25 entry of this formula, charge and spin) ... 0.00 kJ/mol
Calculated total energy ... -161096.62567 eV
HOMO-LUMO gap (spin up / spin down) ... 7.40 / 7.40 eV
Maximum force ... 0.72 eV/Å

Mulliken population analysis, charges in e, atoms 1 to 4: atom 1 (Nd): 0.258, atom 2 (Cl): -0.080, atom 3 (C): -0.195, atom 4 (Cl): -0.025

---

(8)
The following is a quantum chemistry calculation of 3 unconnected molecules or ions with the total composition C3H12O3, from the OMol25 dataset.

```
! wB97M-V def2-TZVPD RIJCOSX def2/J DEFGRID3
* xyz 1 2
C 1.37 0.39 0.45
O 1.50 -0.63 -0.61
H 2.26 0.52 1.06
H 1.40 1.40 0.03
H 0.55 0.27 1.16
H 1.22 -1.46 -0.23
C -1.06 3.15 -0.96
O -2.34 3.23 -0.42
H -0.67 4.16 -1.09
H -0.31 2.69 -0.32
H -0.84 2.56 -1.84
H -2.20 3.78 0.36
C -0.22 -3.54 0.09
O 0.36 -2.58 0.95
H -1.04 -4.12 0.52
H -0.41 -3.13 -0.90
H 0.67 -4.16 0.05
H -0.24 -2.53 1.70
*
```

Output
Relative energy (zero: lowest compared OMol25 entry of this formula, charge and spin) ... 227.68 kJ/mol
Calculated total energy ... -9435.69896 eV
HOMO-LUMO gap (spin up / spin down) ... 11.61 / 3.33 eV
Maximum force ... 4.39 eV/Å

Mulliken population analysis, charges in e, atoms 1 to 4: atom 1 (C): -0.468, atom 2 (O): -0.139, atom 3 (H): 0.361, atom 4 (H): 0.236

---

(9)
The following is a quantum chemistry calculation of 13 unconnected molecules or ions with the total composition C30H33Cl49N2PS, from the OMol25 dataset.

```
! wB97M-V def2-TZVPD RIJCOSX def2/J DEFGRID3
* xyz 1 1
C -5.58 -3.10 1.65
C -4.23 -2.63 1.08
C -3.88 -3.15 -0.31
C -2.45 -2.69 -0.67
C -1.75 -3.59 -1.71
C -0.22 -3.77 -1.50
C 0.42 -2.66 -0.73
C 0.80 -1.52 -1.39
N 1.36 -0.47 -0.77
N 1.64 0.61 -1.60
C 2.76 0.43 -2.55
C 2.47 1.13 -3.91
C 1.04 1.64 -4.06
C 0.79 3.02 -3.46
C 1.58 -0.45 0.56
C 2.17 0.76 1.21
C 3.72 0.76 1.26
C 4.35 -0.45 1.94
C 1.19 -1.58 1.29
Cl 1.34 -1.55 2.99
C 0.62 -2.69 0.66
P 0.14 -4.12 1.71
S 1.59 -5.02 2.61
H -5.39 -3.47 2.66
H -6.05 -3.86 1.03
H -6.25 -2.25 1.78
H -4.13 -1.54 1.09
H -3.45 -3.01 1.74
H -3.87 -4.24 -0.30
H -4.58 -2.77 -1.06
H -2.55 -1.69 -1.10
H -1.91 -2.64 0.27
H -1.89 -3.13 -2.69
H -2.24 -4.56 -1.77
H 0.26 -3.82 -2.48
H -0.01 -4.73 -1.04
H 0.67 -1.43 -2.46
H 1.71 1.46 -1.08
H 2.95 -0.63 -2.72
H 3.67 0.85 -2.10
H 2.68 0.42 -4.71
H 3.17 1.97 -4.03
H 0.86 1.74 -5.14
H 0.30 0.94 -3.69
H 1.50 3.76 -3.83
H -0.20 3.39 -3.77
H 0.78 2.99 -2.37
H 1.86 1.68 0.72
H 1.78 0.83 2.22
H 4.00 1.65 1.81
H 4.10 0.84 0.24
H 4.17 -0.43 3.01
H 5.42 -0.47 1.75
H 3.93 -1.40 1.58
H -0.65 -4.94 0.89
H -0.80 -3.53 2.58
C 2.21 5.64 -6.95
Cl 2.22 6.03 -8.67
Cl 2.54 3.92 -6.74
Cl 3.46 6.56 -6.12
Cl 0.62 6.03 -6.26
C -3.26 1.06 -3.46
Cl -2.86 1.99 -4.90
Cl -3.90 2.13 -2.23
Cl -4.45 -0.20 -3.84
Cl -1.79 0.28 -2.84
C -6.17 -2.26 5.63
Cl -6.66 -1.97 7.29
Cl -6.76 -3.85 5.11
Cl -6.84 -1.01 4.58
Cl -4.40 -2.23 5.50
C 7.11 8.75 -6.08
Cl 8.77 8.16 -6.09
Cl 7.11 10.51 -6.21
Cl 6.22 8.06 -7.44
Cl 6.33 8.27 -4.57
C 5.80 2.97 -9.20
Cl 4.41 1.97 -8.75
Cl 5.70 3.38 -10.91
Cl 5.81 4.45 -8.23
Cl 7.29 2.06 -8.90
C -1.72 -5.42 6.93
Cl -1.41 -7.15 6.80
Cl -3.46 -5.13 6.86
Cl -1.08 -4.81 8.45
Cl -0.92 -4.59 5.58
C -0.45 -7.43 11.90
Cl 1.12 -6.64 11.99
Cl -0.40 -8.97 12.76
Cl -1.69 -6.38 12.61
Cl -0.88 -7.72 10.21
C -4.80 4.12 1.31
Cl -5.97 2.89 1.79
Cl -5.10 4.59 -0.36
Cl -4.93 5.52 2.36
Cl -3.16 3.44 1.43
C -2.03 7.36 4.75
Cl -3.53 8.21 4.38
Cl -0.66 8.28 4.12
Cl -1.87 7.17 6.49
Cl -2.06 5.76 3.98
C -2.63 -1.74 -8.08
Cl -3.18 -1.13 -6.51
Cl -2.94 -3.47 -8.17
Cl -3.51 -0.91 -9.36
Cl -0.90 -1.43 -8.25
C -6.04 -6.85 11.47
Cl -6.29 -8.43 12.22
Cl -6.10 -5.59 12.70
Cl -4.47 -6.82 10.68
Cl -7.31 -6.57 10.27
C 10.03 6.45 -2.47
Cl 10.95 7.71 -3.29
Cl 11.14 5.28 -1.76
Cl 9.05 7.19 -1.19
Cl 8.96 5.64 -3.62
*
```

Output
Calculated total energy ... -668337.76999 eV
HOMO-LUMO gap ... 7.41 eV
Maximum force ... 1.02 eV/Å

Mulliken population analysis, charges in e, atoms 1 to 4: atom 1 (C): -0.926, atom 2 (C): -0.133, atom 3 (C): -0.796, atom 4 (C): 0.431

---

(10)
The following is a quantum chemistry calculation of 2 unconnected molecules or ions with the total composition C5H11P, from the OMol25 dataset.

```
! wB97M-V def2-TZVPD RIJCOSX def2/J DEFGRID3
* xyz 0 1
C 0.77 -1.75 -0.47
C 1.59 -0.86 0.09
C 1.05 0.42 0.51
C 1.62 1.61 -0.22
H 1.27 -2.61 -0.83
H -0.34 -1.77 -0.26
H 2.67 -0.92 0.04
H 1.23 0.55 1.53
H -0.06 0.34 0.40
H 1.37 2.56 0.28
H 2.80 1.55 -0.07
H 1.50 1.76 -1.24
C -3.32 -0.31 0.56
P -2.45 0.76 -0.39
H -3.27 -0.16 1.59
H -3.92 -1.18 0.19
H -2.52 0.01 -1.72
*
```

Output
Relative energy (zero: lowest compared OMol25 entry of this formula, charge and spin) ... 221.41 kJ/mol
Calculated total energy ... -14649.02776 eV
HOMO-LUMO gap ... 9.59 eV
Maximum force ... 4.53 eV/Å
SMILES string ... C=CCC.C=P

Mulliken population analysis, charges in e, atoms 1 to 4: atom 1 (C): -0.653, atom 2 (C): -0.226, atom 3 (C): 0.428, atom 4 (C): -1.120

---

(11)
The following is a quantum chemistry calculation of 2 unconnected molecules or ions with the total composition C3H6S, from the OMol25 dataset.

```
! wB97M-V def2-TZVPD RIJCOSX def2/J DEFGRID3
* xyz 0 3
C 1.16 1.09 -0.20
C 0.53 0.04 0.59
C -1.52 -0.93 -0.22
S 2.04 -0.51 -0.08
H 0.79 1.31 -1.19
H 1.62 1.94 0.30
H 0.35 0.06 1.64
H -2.12 -0.05 -0.25
H -1.70 -1.63 0.57
H -1.16 -1.32 -1.15
*
```

Output
Relative energy (zero: lowest compared OMol25 entry of this formula, charge and spin) ... 116.51 kJ/mol
Calculated total energy ... -14037.87073 eV
HOMO-LUMO gap (spin up / spin down) ... 7.32 / 8.32 eV
Maximum force ... 2.55 eV/Å

Mulliken population analysis, charges in e, atoms 1 to 4: atom 1 (C): -0.459, atom 2 (C): -0.293, atom 3 (C): -1.058, atom 4 (S): -0.098

---

(12)
The following is a quantum chemistry calculation of a molecular structure, C4H4HoO, from the OMol25 dataset.

```
! wB97M-V def2-TZVPD RIJCOSX def2/J DEFGRID3
* xyz 3 5
H -1.18 -0.42 0.81
C -1.24 -0.86 -1.45
C -0.24 -0.06 -1.02
C -0.27 0.23 0.41
C 0.73 0.38 1.22
O 1.63 0.63 1.96
Ho 3.40 1.95 3.20
H -1.39 -1.85 -1.02
H -1.63 -0.70 -2.46
H 0.20 0.71 -1.66
*
```

Output
Calculated total energy ... -32020.70228 eV
HOMO-LUMO gap (spin up / spin down) ... 8.43 / 7.06 eV
Maximum force ... 4.62 eV/Å

Mulliken population analysis, charges in e, atoms 1 to 4: atom 1 (H): 0.387, atom 2 (C): -0.557, atom 3 (C): 0.245, atom 4 (C): -0.590